This record from the OMol25 dataset describes C3H5NO2 in the gas phase in a non-equilibrium geometry. The level of theory is wB97M-V/def2-TZVPD.

Its structure (SMILES) is CN(C=O)C=O. Its charge is 0. The calculation puts the energy above the lowest of the compared OMol25 structures with the same formula, charge and spin at 63.29 kJ/mol. The total energy is -8777.039 eV.

Each line ends with the Löwdin charge.
CARTESIAN COORDINATES (ANGSTROEM)
O 1.885 -1.396 -0.003  0.038
O -2.108 -1.211 0.008  0.050
N -0.077 -0.140 0.053  -0.097
C 0.593 1.168 0.005  -0.039
C -1.455 -0.196 -0.019  -0.299
C 0.659 -1.331 0.019  -0.238
H 0.180 1.776 -0.818  0.088
H -0.003 -2.195 0.001  0.136
H 0.543 1.717 0.998  0.109
H 1.682 0.977 -0.258  0.104
H -1.899 0.832 0.015  0.146